Entry 1:
Formula: C6H15N2
Source: OMol25
Level of theory: ωB97M-V/def2-TZVPD

The geometry in ORCA input format:
```
! RIJCOSX wB97M-V def2-TZVPD def2/J DEFGRID3
* xyz 1 1
N -2.12968 1.15757 -1.24990
C -2.23861 0.72171 0.12699
C -1.04148 -0.27198 0.50973
N 0.17516 0.41479 0.02848
C 1.20517 0.56740 1.11962
C 2.17174 -0.65685 1.03613
C 1.89215 -1.36633 -0.27228
C 0.85118 -0.51662 -0.99388
H -1.17515 1.04372 -1.64502
H -2.70296 0.61917 -1.90806
H -2.46256 2.13549 -1.40501
H -3.22969 0.35065 0.39198
H -2.11722 1.52872 0.87075
H -1.06810 -0.45450 1.56135
H -1.25327 -1.19314 -0.05231
H 0.62066 0.53215 2.07114
H 1.65089 1.56930 1.01929
H 3.18064 -0.30059 1.15213
H 1.93450 -1.26666 1.93388
H 1.55044 -2.40988 -0.30033
H 2.86022 -1.37702 -0.87455
H 0.02819 -1.02370 -1.48906
H 1.29779 0.19661 -1.63105
*
```

E_LUMO, Ha: -0.128
HOMO, eV: -13.05
SMILES string: [NH3+]CCN1CCCC1
Relative energy (zero: lowest compared OMol25 entry of this formula, charge and spin), kcal/mol: 45.0
Orbital gap, eV: 9.578

=====

Entry 2:
Formula: C5H14
Source: OMol25
Level of theory: ωB97M-V/def2-TZVPD

The geometry in ORCA input format:
```
! RIJCOSX wB97M-V def2-TZVPD def2/J DEFGRID3
* xyz 0 1
C -0.04293 1.38392 1.98058
C -0.92978 2.66561 2.01068
H -0.28915 0.85831 2.89955
H -0.51883 0.74559 1.23385
H 1.00466 1.57399 1.79959
H -0.80501 3.16434 1.05826
H -0.66638 3.36977 2.80422
H -1.95828 2.39819 2.24623
C 0.90947 -1.70388 -1.73083
C 0.47518 -0.20571 -1.62922
C -0.12489 -2.63214 -1.06503
H 1.00157 -1.88123 -2.79982
H 1.86422 -1.74820 -1.21701
H -0.38121 -0.00205 -0.98600
H 0.18535 0.22470 -2.58246
H -0.03000 -2.62400 0.01822
H -1.10222 -2.25770 -1.36173
H 1.36634 0.33423 -1.30849
H 0.04192 -3.66374 -1.37060
*
```

E_LUMO, Ha: 0.042
HOMO, eV: -11.30
SMILES string: CCC.CC
Relative energy (zero: lowest compared OMol25 entry of this formula, charge and spin), kcal/mol: 11.8
Orbital gap, eV: 12.439

=====

Entry 3:
Formula: C3H10N2Si2
Source: OMol25
Level of theory: ωB97M-V/def2-TZVPD

The geometry in ORCA input format:
```
! RIJCOSX wB97M-V def2-TZVPD def2/J DEFGRID3
* xyz 0 1
C 1.61007 2.03842 -0.32441
C 2.27445 0.88187 -0.41776
C 0.32142 -0.78176 1.36742
N 1.64046 -2.06789 -1.01743
N -3.19446 0.77853 -0.79036
Si -2.94579 -0.62033 -0.05551
Si 1.45489 -0.77209 -0.11769
H 1.91808 3.05468 -0.52644
H 0.54535 2.13686 -0.03244
H 3.17342 0.99850 -0.96315
H -0.51235 -1.34522 1.21505
H 0.72911 -1.16659 2.19880
H -0.08992 0.13937 1.72807
H 2.23435 -2.12420 -1.82255
H -3.42011 1.06086 -1.70405
H -2.28734 -1.85869 -0.02224
H -3.45163 -0.35232 1.28470
*
```

E_LUMO, Ha: -0.005
HOMO, eV: -9.36
SMILES string: [H]/N=[Si](/C)C=C.N=[SiH2]
Relative energy (zero: lowest compared OMol25 entry of this formula, charge and spin), kcal/mol: 114.4
Orbital gap, eV: 9.218

=====

Entry 4:
Formula: C27H39I2N5OS
Source: OMol25
Level of theory: ωB97M-V/def2-TZVPD

The geometry in ORCA input format:
```
! RIJCOSX wB97M-V def2-TZVPD def2/J DEFGRID3
* xyz 0 1
C -3.85233 -4.14937 2.67250
C -4.27837 -3.40300 1.38314
C -3.67979 -4.07913 0.08913
I -4.49448 -6.05077 -0.00961
C -2.15303 -3.90456 0.13140
C -1.68756 -2.63121 0.36366
C -0.26707 -2.30218 0.43849
C 0.06731 -0.81673 0.67037
C 1.00280 -0.15995 -0.39629
C 0.30332 0.94996 -1.22516
C 2.20732 0.55570 0.34842
C 0.71614 -3.25226 0.31327
C 2.22044 -3.03028 0.42938
C 2.61876 -3.49564 1.87556
O 2.79992 -4.64032 2.11681
I 2.76270 -1.91430 3.36088
C 0.29131 -4.61089 0.04771
N 1.11830 -5.64568 -0.12825
S 0.10562 -6.90080 -0.41148
N -1.33767 -6.19340 -0.33335
C -1.12917 -4.89584 -0.05089
H -3.78825 -3.48149 3.54748
H -4.56437 -4.94357 2.95269
H -2.86632 -4.64010 2.58402
H -4.10005 -2.32138 1.41448
H -5.37597 -3.53355 1.30905
H -4.05502 -3.46176 -0.74519
H -2.37824 -1.79775 0.50095
H -0.89153 -0.26460 0.61651
H 0.42401 -0.69980 1.70398
H 1.45545 -0.88167 -1.09421
H 0.04192 1.82364 -0.61037
H -0.54278 0.51499 -1.78432
H 1.04613 1.30259 -1.98150
H 3.16015 0.05249 0.11432
H 2.28643 1.61212 0.03819
H 2.08064 0.56187 1.44062
H 2.53829 -1.98780 0.33216
H 2.72456 -3.66332 -0.31349
C 0.10718 5.02030 -1.21268
C 1.48197 5.64916 -1.02083
C 2.43760 5.35617 -2.18285
C 2.65174 3.90333 -2.31846
N 2.81558 2.76751 -2.42055
H 0.16685 3.93227 -1.25455
H -0.54745 5.27774 -0.37958
H -0.36127 5.37425 -2.13419
H 1.91465 5.28301 -0.08630
H 1.36889 6.73053 -0.91979
H 3.40148 5.83686 -2.00855
H 2.03225 5.74202 -3.11972
C 5.90755 1.71550 0.52665
C 5.82320 3.08781 -0.13057
C 5.69540 4.23066 0.88155
C 4.46608 4.06953 1.68033
N 3.50560 3.93871 2.30250
H 5.00328 1.48266 1.09162
H 6.02519 0.94060 -0.23163
H 6.76099 1.65795 1.20658
H 4.97042 3.10360 -0.81116
H 6.71918 3.24793 -0.73465
H 5.65306 5.19030 0.36405
H 6.55528 4.24723 1.55334
C -6.72202 -0.63481 -0.77528
C -5.73354 0.27058 -1.50257
C -4.27649 -0.02203 -1.13196
C -4.06332 0.18684 0.31207
N -3.89795 0.34757 1.44069
H -6.67679 -0.49136 0.30583
H -7.74230 -0.41325 -1.08951
H -6.52218 -1.68738 -0.99077
H -5.96939 1.31231 -1.27452
H -5.85720 0.14231 -2.57980
H -3.60524 0.63711 -1.68407
H -4.01778 -1.05379 -1.38170
*
```

E_LUMO, Ha: -0.019
HOMO, eV: -8.58
Orbital gap, eV: 8.048

=====

Entry 5:
Formula: C24H22BFN14O4RhS2
Source: OMol25
Level of theory: ωB97M-V/def2-TZVPD

The geometry in ORCA input format:
```
! RIJCOSX wB97M-V def2-TZVPD def2/J DEFGRID3
* xyz 2 2
Rh 0.20102 0.45461 -0.25830
C -2.67460 2.16044 -2.94505
C -1.37583 2.08051 -2.45035
N -1.35102 1.37035 -1.32148
N -2.62452 0.99615 -1.06528
C -3.43334 1.45794 -2.03118
B -2.97655 0.37061 0.32636
N -2.22961 1.24418 1.38232
C -2.72854 1.93642 2.42602
C -1.69029 2.58738 3.05694
C -0.55714 2.24088 2.31834
N -0.89482 1.43798 1.31741
N -2.37614 -1.06564 0.38816
C -2.92285 -2.29540 0.41732
C -1.90793 -3.21794 0.58988
C -0.74575 -2.45213 0.65832
N -1.03924 -1.15581 0.53854
N -4.45840 0.42872 0.56730
C -5.23126 1.55502 0.50216
C -6.51410 1.20440 0.80462
C -6.44376 -0.18278 1.05934
N -5.21504 -0.64014 0.92996
H -3.01626 2.67567 -3.82566
H -0.48109 2.54545 -2.82917
H -4.49310 1.26636 -2.00992
H -3.78144 1.92330 2.65175
H -1.74430 3.22127 3.92446
H 0.46986 2.53877 2.46042
H -3.98742 -2.42361 0.34790
H -2.00340 -4.28775 0.65883
H 0.27534 -2.75918 0.82536
H -4.81169 2.51585 0.24671
H -7.37578 1.84549 0.87460
H -7.24222 -0.85080 1.34147
N 0.68548 -0.63066 3.00269
C 1.78080 -0.27232 2.32588
N 1.78162 0.09284 1.05862
C 3.06122 0.43040 0.62126
C 4.01879 0.33735 1.55808
S 3.34417 -0.20036 3.05551
C 3.18207 0.79759 -0.78513
C 4.28221 1.10357 -1.49405
S 3.87241 1.37138 -3.15093
C 2.21920 1.02382 -2.79142
N 1.99466 0.77251 -1.51537
N 1.28377 0.97624 -3.75381
H -0.19622 -0.68113 2.51271
H 0.73611 -0.92957 3.95991
H 5.06957 0.55920 1.47168
H 5.30054 1.18857 -1.15221
H 1.49793 1.23873 -4.69970
H 0.32735 0.78105 -3.50655
F 4.45584 -6.46798 -3.05104
C 4.01772 -5.64127 -2.15225
C 3.45652 -4.49362 -2.50296
N 2.96852 -3.59741 -1.50624
C 2.44478 -2.46631 -1.79284
C -0.60437 -2.38064 -2.55879
O -0.73542 -3.52227 -2.68607
O -0.42326 -1.24087 -2.40087
C 3.06210 -3.95024 -0.03749
O 2.62270 -3.19076 0.76040
N 3.66970 -5.12981 0.19729
C 4.19938 -6.06288 -0.72864
O 4.73011 -7.05995 -0.37564
H 3.34525 -4.19807 -3.53665
H 2.40869 -2.15611 -2.83189
H 2.08406 -1.83529 -0.98218
H 3.78136 -5.38226 1.17501
*
```

E_LUMO (spin up / spin down), Ha: -0.300 / -0.300
HOMO (spin up / spin down), eV: -13.29 / -13.29
Relative energy (zero: lowest compared OMol25 entry of this formula, charge and spin), kcal/mol: 10.9
Orbital gap (spin up / spin down), eV: 5.132 / 5.127
Expectation value of S²: 0.7536

=====

Entry 6:
Formula: C10H16
Source: OMol25
Level of theory: ωB97M-V/def2-TZVPD

The geometry in ORCA input format:
```
! RIJCOSX wB97M-V def2-TZVPD def2/J DEFGRID3
* xyz -1 2
C -2.35316 -0.78020 0.84218
C -2.55799 0.49074 0.05036
C -1.86854 -0.51703 2.22510
H -3.40610 -1.22728 1.00746
H -1.67171 -1.61851 0.44085
H -1.47925 0.75804 -0.16398
H -1.84886 -1.50127 2.68926
H -2.96865 1.28147 0.57662
H -3.13151 0.42805 -0.90558
H -0.78885 -0.07253 2.15083
H -2.46424 0.22260 2.70342
C 0.52935 1.70941 -1.97992
C 1.89367 -0.45510 1.05092
C 1.23486 0.64612 0.29293
C 2.57135 -1.35151 0.26711
C 1.32230 0.70665 -1.07388
C 2.90548 -1.04263 -1.10322
C 2.27736 -0.09682 -1.92380
H 1.64613 -0.41515 2.09486
H 0.52738 1.29768 0.84440
H 3.09394 -2.28932 0.74519
H 3.58178 -1.78578 -1.55505
H 0.38818 2.66663 -1.51377
H -0.50405 1.35263 -1.74563
H 2.34478 0.01293 -2.95326
H 0.72632 1.58017 -3.06341
*
```

E_LUMO (spin up / spin down), Ha: 0.137 / 0.137
HOMO (spin up / spin down), eV: 0.78 / -3.43
Relative energy (zero: lowest compared OMol25 entry of this formula, charge and spin), kcal/mol: 46.8
Orbital gap (spin up / spin down), eV: 2.953 / 7.152
Expectation value of S²: 0.7624

=====

Entry 7:
Formula: C2H4N2
Source: OMol25
Level of theory: ωB97M-V/def2-TZVPD

The geometry in ORCA input format:
```
! RIJCOSX wB97M-V def2-TZVPD def2/J DEFGRID3
* xyz 0 1
C -0.34004 0.67522 0.42196
C -0.30281 -0.64546 -0.22681
N 1.02751 -0.63610 -0.60119
N 0.20645 0.54170 -0.91742
H -1.29474 1.28430 0.56816
H 0.24146 0.59509 1.28383
H -1.17461 -1.51764 -0.65083
H 1.63679 -0.29712 0.12229
*
```

E_LUMO, Ha: 0.042
HOMO, eV: -10.23
SMILES string: C1[C@@H]2NN12
Relative energy (zero: lowest compared OMol25 entry of this formula, charge and spin), kcal/mol: 102.4
Orbital gap, eV: 11.367

=====

Results for E_tot: -346.84088, -198.87038, -808.66286, -2394.78064, -3026.61819, -390.50862, -187.95515 (in a.u., following the order of the records).